# 1
Here is a structure of composition C27H28EuI2N7O4S2 in a non-equilibrium geometry from the OMol25 dataset. Energies are from ωB97M-V/def2-TZVPD.

Values from the calculation:
Spin multiplicity   8
LUMO (alpha / beta)   0.070 / 0.070 Eh
E_tot   -104278.748 eV
Kohn-Sham gap (alpha / beta)   3.413 / 5.818 eV
ΔE to the lowest compared entry with this formula, charge and spin   15.7 kcal per mole
Total charge   -1

Geometry (Å):
C 5.274 3.121 0.439
H -3.013 -4.518 -4.010
C -1.369 1.106 -3.508
C -4.654 -1.997 -2.445
C 2.012 1.199 4.203
H 0.541 3.910 -4.303
C 4.661 2.189 1.272
C 3.413 1.656 0.971
N 2.549 3.220 -2.089
H 5.141 4.268 -1.388
C 0.388 2.251 -2.802
C -3.181 -3.630 -3.418
H 2.232 1.812 3.332
C 0.077 -1.539 2.548
C 3.405 3.038 -1.021
H 2.865 -2.954 1.377
H 3.541 -2.511 -2.550
H -0.443 3.751 0.818
N 1.551 1.725 -0.732
O -1.484 2.219 -0.115
C -1.420 3.240 0.816
S 2.287 -1.109 -0.608
O -1.217 -1.246 -1.516
H -3.222 0.884 0.622
H -2.179 4.015 0.618
C 4.655 3.558 -0.730
C 2.764 2.091 -0.185
C -3.888 -0.099 -1.017
N 3.351 -3.243 0.549
H 2.700 3.809 -2.884
Eu -0.553 0.315 -0.104
C -0.268 -2.161 3.874
N -1.028 -1.353 1.621
O 0.416 0.834 2.132
C -1.566 -2.025 4.367
O 1.519 -0.092 3.828
H -4.326 -0.877 1.734
S -1.296 2.334 -4.726
N 3.796 -2.963 -1.689
N -0.461 1.179 -2.598
C -3.396 -1.078 1.186
C -2.557 -1.518 3.534
C -3.596 -1.333 -1.842
C 0.078 3.013 -3.931
C 1.450 2.408 -1.886
H 1.267 1.705 4.816
H 2.955 0.898 1.587
I -0.155 -3.659 -3.042
H -5.657 -1.614 -2.294
H 5.179 1.866 2.168
C -2.265 -1.272 2.169
C -4.455 -3.122 -3.225
H 0.526 -2.642 4.428
H 2.912 1.017 4.783
H -3.659 0.805 -1.591
H -3.533 -2.017 0.633
H 4.180 -3.891 -1.745
C -2.132 -2.971 -2.817
C 0.690 -0.148 2.799
I -6.115 -4.096 -4.090
C -2.262 -1.804 -2.014
N -3.088 -0.032 0.204
H -3.566 -1.413 3.911
H -4.964 -0.088 -0.795
H -1.831 -2.370 5.360
H -2.115 0.324 -3.555
H -1.595 2.885 1.849
H 6.256 3.498 0.701
C 3.170 -2.522 -0.576
H 0.852 -2.122 2.037
H 3.855 -4.112 0.557

Partial atomic charges computed with the Mulliken method, in multiples of e: -0.44, 0.39, -0.29, -0.68, -0.67, 0.38, -1.15, -0.45, -0.03, 0.39, -0.25, -0.29, 0.32, 0.91, 0.71, 0.21, 0.23, 0.19, 0.72, -0.33, -0.77, -0.31, 0.30, 0.28, 0.25, -1.17, -0.40, -1.07, -0.36, 0.22, 0.54, -1.14, -0.23, -0.46, -0.33, -0.27, 0.30, -0.30, -0.42, 0.35, -0.53, -1.32, 1.07, -0.72, -0.13, 0.30, 0.74, -0.02, 0.40, 0.41, 0.77, -0.48, 0.40, 0.24, 0.35, 0.30, 0.18, -0.78, 0.57, -0.02, -0.05, 0.02, 0.34, 0.36, 0.38, 0.33, 0.23, 0.35, 0.53, -0.27, 0.19

***

# 2
Here is a structure of composition C3H4N2O in a non-equilibrium geometry from the OMol25 dataset. Energies are from ωB97M-V/def2-TZVPD.

Values from the calculation:
LUMO   0.006 Eh
E_tot   -8196.880 eV
Kohn-Sham gap   8.296 eV
ΔE to the lowest compared entry with this formula, charge and spin   161.6 kcal per mole

Geometry (Å):
O 1.278 1.971 -2.291
C -0.381 -0.415 0.032
H 0.477 -1.273 1.740
N 0.355 -0.503 1.171
H -1.340 0.838 -2.134
C 0.555 1.309 -1.598
H -1.293 -0.950 -0.089
H 1.262 1.410 1.459
C 0.410 0.674 -0.356
N 1.236 0.605 0.805

Partial atomic charges computed with the Mulliken method, in multiples of e: -0.35, -0.08, 0.20, -0.07, -0.02, -0.22, 0.43, 0.29, 0.21, -0.39

***

# 3
Here is a cluster of 5 separate species, C12H12ClF4O12 in total in a non-equilibrium geometry from the OMol25 dataset. Energies are from ωB97M-V/def2-TZVPD.

Values from the calculation:
LUMO   0.094 Eh
E_tot   -60605.413 eV
Kohn-Sham gap   8.487 eV
ΔE to the lowest compared entry with this formula, charge and spin   11.6 kcal per mole
Total charge   -1

Geometry (Å):
O 3.347 -0.822 3.977
H 2.269 1.311 1.147
O -6.948 0.417 0.636
F 4.523 -0.795 0.063
H 0.129 3.786 -0.289
C 3.384 -0.439 2.854
C -4.328 0.800 2.729
C -5.836 0.434 1.069
O -4.758 0.908 0.468
C 3.298 0.966 1.118
C 0.229 -3.863 -0.769
F 0.371 4.341 -2.719
C -0.065 3.112 -2.326
C 1.816 1.887 -2.037
H -3.777 0.256 3.491
O 3.055 -1.192 1.789
H -1.032 2.877 -2.763
H 3.977 1.619 0.582
C 1.566 -3.236 -1.206
H -0.206 -3.289 0.050
F -4.542 2.071 3.202
H 2.072 -2.655 -0.442
O 1.459 2.331 -0.801
C -0.001 -2.880 -2.802
H 2.541 -0.583 -0.141
O 0.843 2.161 -2.892
O -0.471 -2.620 -3.868
H 0.332 -4.879 -0.391
O 1.134 -2.404 -2.270
C -3.666 0.786 1.369
H -3.126 -0.150 1.225
O -0.524 -3.782 -1.962
H -3.020 1.657 1.288
F 2.369 -4.222 -1.727
H -0.563 2.087 -0.484
O 2.816 1.288 -2.263
Cl -0.338 -0.636 0.443
C 3.313 -0.476 0.621
O -5.561 0.195 2.403
O 3.786 0.783 2.470
C 0.133 2.848 -0.841

Partial atomic charges computed with the Mulliken method, in multiples of e: -0.56, 0.20, -0.54, -0.37, 0.31, 0.54, 0.26, 0.63, -0.28, -0.27, -0.41, -0.30, 0.18, 0.69, 0.33, -0.31, 0.33, 0.35, 0.96, 0.18, -0.30, -0.25, -0.22, 0.72, -0.10, -0.35, -0.58, 0.32, -0.27, -0.15, 0.17, -0.37, 0.17, -0.33, 0.09, -0.55, -0.81, 0.84, -0.33, -0.39, -0.21

***

Q: The lowest E_tot belongs to which entry?
A: C27H28EuI2N7O4S2

***

What did the third record say?
Here is a cluster of 5 separate species, C12H12ClF4O12 in total in a non-equilibrium geometry from the OMol25 dataset. Energies are from ωB97M-V/def2-TZVPD.

Values from the calculation:
LUMO   0.094 Eh
E_tot   -60605.413 eV
Kohn-Sham gap   8.487 eV
ΔE to the lowest compared entry with this formula, charge and spin   11.6 kcal per mole
Total charge   -1

Geometry (Å):
O 3.347 -0.822 3.977
H 2.269 1.311 1.147
O -6.948 0.417 0.636
F 4.523 -0.795 0.063
H 0.129 3.786 -0.289
C 3.384 -0.439 2.854
C -4.328 0.800 2.729
C -5.836 0.434 1.069
O -4.758 0.908 0.468
C 3.298 0.966 1.118
C 0.229 -3.863 -0.769
F 0.371 4.341 -2.719
C -0.065 3.112 -2.326
C 1.816 1.887 -2.037
H -3.777 0.256 3.491
O 3.055 -1.192 1.789
H -1.032 2.877 -2.763
H 3.977 1.619 0.582
C 1.566 -3.236 -1.206
H -0.206 -3.289 0.050
F -4.542 2.071 3.202
H 2.072 -2.655 -0.442
O 1.459 2.331 -0.801
C -0.001 -2.880 -2.802
H 2.541 -0.583 -0.141
O 0.843 2.161 -2.892
O -0.471 -2.620 -3.868
H 0.332 -4.879 -0.391
O 1.134 -2.404 -2.270
C -3.666 0.786 1.369
H -3.126 -0.150 1.225
O -0.524 -3.782 -1.962
H -3.020 1.657 1.288
F 2.369 -4.222 -1.727
H -0.563 2.087 -0.484
O 2.816 1.288 -2.263
Cl -0.338 -0.636 0.443
C 3.313 -0.476 0.621
O -5.561 0.195 2.403
O 3.786 0.783 2.470
C 0.133 2.848 -0.841

Partial atomic charges computed with the Mulliken method, in multiples of e: -0.56, 0.20, -0.54, -0.37, 0.31, 0.54, 0.26, 0.63, -0.28, -0.27, -0.41, -0.30, 0.18, 0.69, 0.33, -0.31, 0.33, 0.35, 0.96, 0.18, -0.30, -0.25, -0.22, 0.72, -0.10, -0.35, -0.58, 0.32, -0.27, -0.15, 0.17, -0.37, 0.17, -0.33, 0.09, -0.55, -0.81, 0.84, -0.33, -0.39, -0.21